{
  "formula": "C27H37AlAsN4O3",
  "method": "the ωB97M-V functional and the def2-TZVPD basis",
  "charge": 1,
  "relative_energy_kcal_mol": 1.3,
  "spin_multiplicity": 1,
  "elements": ["C", "C", "N", "H", "O", "H", "H", "C", "H", "Al", "H", "C", "C", "H", "C", "C", "C", "H", "C", "C", "H", "H", "C", "H", "C", "H", "C", "H", "H", "H", "C", "H", "C", "H", "H", "C", "H", "H", "C", "H", "O", "H", "C", "H", "O", "N", "H", "H", "As", "N", "H", "H", "H", "H", "N", "C", "C", "C", "H", "H", "H", "H", "C", "C", "H", "C", "H", "H", "H", "C", "C", "C", "H"],
  "positions_angstrom": [[2.182, -2.500, 1.942], [0.785, -0.581, 1.470], [-3.483, -1.526, 0.235], [0.649, 2.473, 2.314], [-3.498, -1.531, -2.439], [-4.158, 0.399, 2.959], [-0.185, -2.904, -0.438], [2.907, 2.924, -1.902], [1.515, -0.130, -2.263], [-2.764, -0.284, -1.207], [-4.716, 1.190, -0.609], [2.134, 4.133, -0.017], [1.287, 3.090, 0.330], [0.696, -4.605, -2.012], [3.871, 5.215, -1.500], [1.575, -2.698, 3.178], [-0.630, 0.342, 3.444], [2.791, -0.191, -0.351], [2.956, 4.075, -1.134], [0.569, -3.316, -3.724], [2.016, -4.781, 3.492], [-2.886, -2.341, 0.085], [1.833, -1.449, 1.103], [-1.482, -0.123, 3.947], [-0.255, -1.095, -3.294], [2.974, -3.175, 1.626], [1.973, -3.851, 4.062], [3.697, 5.535, -2.529], [3.547, 2.841, -2.777], [2.154, 5.019, 0.611], [0.649, -1.754, 3.590], [-3.514, -1.822, 2.346], [0.255, -0.694, 2.772], [0.340, -1.797, -5.228], [-0.603, 3.297, 1.381], [2.663, -1.249, -0.141], [-0.048, 0.847, 4.219], [-0.990, 1.104, 2.762], [1.240, 1.920, -0.469], [4.916, 4.908, -1.426], [-3.190, 0.552, -2.889], [3.168, 0.327, -2.637], [2.142, 0.693, -2.560], [-5.205, -0.031, 1.613], [-3.342, -0.898, -4.569], [-0.977, -0.441, -1.023], [-2.241, -0.775, 1.722], [3.651, -1.685, 0.002], [-0.135, 0.683, 0.246], [-3.354, -0.646, -3.405], [-0.467, -0.089, -3.635], [0.730, 4.214, 2.076], [0.952, -4.059, -4.414], [1.272, -3.979, 4.886], [-3.741, 1.239, -0.329], [2.069, 1.851, -1.601], [-4.165, 0.189, 1.890], [0.465, 3.274, 1.594], [1.837, 1.011, -3.559], [3.720, 6.072, -0.844], [-2.652, 1.641, 1.408], [0.233, -1.819, 4.594], [-0.410, -1.393, -1.940], [0.424, -3.620, -2.378], [-4.292, 2.298, 1.433], [-0.070, -2.670, -1.493], [2.965, -3.684, 4.487], [-3.383, 2.075, -0.789], [-4.431, -1.869, 0.113], [-3.685, 1.438, 1.156], [0.225, -2.050, -4.180], [-3.289, -1.036, 1.628], [2.217, -1.727, -1.014]],
  "lowdin_charge": [-0.01, -0.25, 0.06, 0.06, 0.06, 0.13, 0.11, -0.01, 0.02, 0.04, 0.14, -0.02, -0.29, 0.11, -0.04, -0.26, -0.09, 0.06, -0.26, -0.07, 0.08, 0.13, -0.26, 0.08, -0.09, 0.13, -0.04, 0.08, 0.13, 0.12, -0.02, 0.13, -0.29, 0.11, 0.06, -0.03, 0.10, 0.00, -0.26, 0.09, 0.04, 0.10, -0.06, 0.12, 0.22, -0.23, 0.08, 0.09, 1.38, -0.37, 0.12, 0.08, 0.11, 0.08, 0.07, -0.27, -0.15, -0.09, 0.10, 0.08, 0.06, 0.12, -0.38, -0.07, 0.13, -0.06, 0.09, 0.13, 0.13, -0.19, -0.06, -0.18, 0.07]
}